# 1
Below is 2 unconnected molecules or ions with the total composition C20H48ClN4O9P4S2, with properties calculated with ωB97M-V/def2-TZVPD.

Atoms and positions in Å:
C1 5.018 -1.070 4.067
C2 3.561 -0.598 3.997
C3 2.713 -1.393 2.989
C4 1.990 -0.423 2.085
O1 1.201 -1.112 1.113
C5 1.127 -0.713 -0.231
C6 2.469 -0.414 -0.889
C7 3.540 -1.494 -0.602
C8 3.746 -2.354 -1.863
N1 3.405 -3.745 -1.794
O2 4.199 -1.862 -2.906
N2 0.616 -1.860 -0.960
C9 -0.635 -2.441 -0.483
S1 -1.152 -3.572 -1.891
P1 -0.364 -3.707 0.883
N3 -0.319 -3.284 2.391
C10 -1.751 -1.369 -0.198
S2 -2.769 -1.244 -1.779
C11 -2.792 -1.822 0.843
O3 -2.511 -1.244 2.092
C12 -2.888 -2.005 3.258
C13 -3.806 -1.172 4.137
C14 -4.510 -2.065 5.161
N4 -1.187 -0.035 0.220
P2 -2.341 1.424 0.450
O4 -3.779 0.730 0.299
Cl1 -2.230 1.635 2.494
C15 0.112 0.443 -0.438
C16 0.614 1.679 0.363
C17 0.494 3.178 -0.003
C18 -0.626 3.851 -0.782
O5 -0.113 5.137 -1.144
P3 -0.060 0.645 -2.341
P4 1.321 2.138 -3.123
O6 1.742 1.546 -4.392
O7 2.621 2.453 -2.224
O8 0.576 3.540 -3.418
H1 5.123 -2.089 3.714
H2 5.398 -1.035 5.079
H3 5.646 -0.457 3.434
H4 3.119 -0.627 4.983
H5 3.588 0.451 3.713
H6 3.393 -2.018 2.424
H7 2.001 -2.023 3.505
H8 2.716 0.280 1.688
H9 1.328 0.154 2.730
H10 2.893 0.530 -0.579
H11 2.398 -0.368 -1.970
H12 4.492 -1.014 -0.429
H13 3.253 -2.149 0.209
H14 3.265 -4.024 -0.831
H15 2.531 -3.934 -2.272
H16 1.298 -2.607 -0.921
H17 -0.525 -4.687 -1.469
H18 0.864 -4.292 0.493
H19 -1.369 -4.665 0.675
H20 -0.449 -2.286 2.483
H21 -2.964 0.079 -1.875
H22 -2.897 -2.903 0.848
H23 -3.766 -1.475 0.528
H24 -3.407 -2.921 3.000
H25 -1.984 -2.271 3.786
H26 -3.233 -0.391 4.617
H27 -4.551 -0.745 3.474
H28 -4.561 -3.098 4.836
H29 -5.528 -1.747 5.334
H30 -3.967 -2.067 6.097
H31 -0.864 -0.220 1.188
H32 -4.425 1.290 0.750
H33 1.675 1.524 0.473
H34 0.270 1.562 1.390
H35 0.523 3.711 0.941
H36 1.418 3.483 -0.473
H37 -1.491 4.006 -0.148
H38 -0.965 3.369 -1.686
H39 -0.695 5.812 -0.810
H40 -1.297 1.313 -2.430
H41 2.923 3.361 -2.291
H42 1.058 4.315 -3.119
C19 -2.110 4.283 -6.992
C20 -2.602 3.432 -5.837
O9 -1.653 2.426 -5.483
H43 -1.906 3.659 -7.861
H44 -2.848 5.037 -7.267
H45 -1.180 4.791 -6.727
H46 -3.519 2.912 -6.108
H47 -2.810 4.060 -4.962
H48 -0.839 2.873 -5.232

Results
**Net charge**: +1
**2S+1**: 1
**HOMO**: -0.42156 Ha
**LUMO energy**: -0.11649 Ha

=====

# 2
Below is a molecular structure, C43H42AsBrCaCl3N11O4S5Se, with properties calculated with ωB97M-V/def2-TZVPD.

Atoms and positions in Å:
Ca1 0.034 -0.585 0.674
S1 1.403 4.057 0.018
As1 -0.355 3.076 0.752
S2 0.095 1.815 2.426
S3 -1.356 1.805 -0.662
S4 -1.662 4.696 1.248
O1 -5.898 -0.968 3.258
C1 -4.594 -1.103 2.845
C2 -3.578 -0.351 3.341
C3 -2.193 -0.686 2.889
N1 -2.092 -1.180 1.566
C4 -3.093 -1.955 1.225
Br1 -2.806 -3.044 -0.324
C5 -4.321 -2.056 1.828
H1 -5.939 -0.248 3.898
H2 -3.740 0.508 3.975
H3 -1.513 0.171 3.017
H4 -5.095 -2.712 1.471
N2 4.197 -4.994 0.548
C6 3.115 -4.700 -0.218
C7 2.349 -3.547 0.070
N3 1.243 -3.274 -0.574
C8 0.859 -4.134 -1.524
C9 1.639 -5.229 -1.847
N4 2.775 -5.524 -1.211
H5 4.500 -4.278 1.187
H6 4.854 -5.681 0.223
H7 2.664 -2.875 0.854
H8 -0.083 -3.925 -2.012
H9 1.362 -5.910 -2.645
C10 3.864 1.422 -3.902
N5 3.206 2.173 -2.857
C11 3.883 3.353 -2.366
C12 2.425 1.499 -2.042
N6 1.729 0.843 -1.406
H10 4.215 2.120 -4.664
H11 3.155 0.724 -4.345
H12 4.728 0.857 -3.526
H13 4.011 4.055 -3.195
H14 4.872 3.108 -1.952
H15 3.270 3.819 -1.590
Cl1 -6.405 0.628 0.563
C13 -5.512 0.698 -0.906
C14 -4.766 1.820 -1.223
C15 -4.049 1.844 -2.405
C16 -4.054 0.772 -3.292
C17 -3.272 0.829 -4.595
C18 -2.302 -0.361 -4.814
N7 -1.317 -0.617 -3.795
C19 -0.003 -0.900 -4.061
C20 0.576 -1.195 -2.863
N8 -0.349 -1.098 -1.878
C21 -1.466 -0.759 -2.459
O2 -2.665 2.074 -4.840
C22 -1.430 2.321 -4.180
C23 -1.119 3.784 -4.156
C24 -1.453 4.721 -5.085
Cl2 -2.356 4.491 -6.516
S5 -0.845 6.303 -4.687
C25 -0.120 5.675 -3.249
C26 -0.350 4.354 -3.106
C27 -4.876 -0.309 -2.974
Cl3 -5.128 -1.619 -4.077
C28 -5.582 -0.372 -1.786
H16 -4.722 2.661 -0.549
H17 -3.477 2.727 -2.637
H18 -4.010 0.744 -5.410
H19 -1.763 -0.163 -5.748
H20 -2.900 -1.267 -4.950
H21 0.391 -0.860 -5.058
H22 1.590 -1.470 -2.653
H23 -2.394 -0.601 -1.952
H24 -0.613 1.807 -4.712
H25 -1.438 1.966 -3.142
H26 0.416 6.327 -2.589
H27 0.003 3.785 -2.261
H28 -6.182 -1.238 -1.556
C29 2.755 4.246 4.553
C30 2.999 2.847 4.069
C31 3.519 2.623 2.803
C32 3.577 1.348 2.267
C33 4.121 1.109 0.889
C34 3.089 0.278 3.018
C35 2.689 0.469 4.337
C36 2.287 -0.702 5.188
C37 2.654 1.756 4.853
C38 2.825 -1.048 2.318
O3 3.677 -1.949 2.321
O4 1.702 -1.107 1.755
H29 2.816 4.945 3.723
H30 3.467 4.548 5.325
H31 1.750 4.316 4.967
H32 3.831 3.466 2.203
H33 4.445 2.047 0.440
H34 3.344 0.668 0.267
H35 4.959 0.410 0.927
H36 2.680 -1.624 4.765
H37 1.200 -0.791 5.248
H38 2.674 -0.587 6.201
H39 2.302 1.917 5.865
Se1 -2.302 -1.682 5.595
N9 -1.569 -3.274 5.907
C39 -0.979 -3.721 4.794
C40 -0.366 -4.973 4.664
C41 0.144 -5.318 3.425
C42 0.041 -4.425 2.367
N10 -0.523 -3.226 2.449
C43 -1.020 -2.880 3.623
N11 -1.698 -1.735 3.850
H40 -0.319 -5.639 5.513
H41 0.618 -6.279 3.270
H42 0.429 -4.679 1.394

Results
**Relative energy (zero: lowest compared OMol25 entry of this formula, charge and spin)**: 272.3 kJ/mol
**Net charge**: -2
**2S+1**: 1
**HOMO (alpha / beta)**: -0.08602 / -0.06737 Ha
**LUMO energy (alpha / beta)**: 0.12932 / 0.09774 Ha

=====

# 3
Below is a molecular structure, C13H33Br2O10S3Zn, with properties calculated with ωB97M-V/def2-TZVPD.

Atoms and positions in Å:
Zn1 2.319 1.972 -2.565
C1 1.640 0.492 1.660
C2 1.844 0.325 0.130
O1 1.792 1.489 -0.665
H1 1.784 -0.402 2.267
H2 0.593 0.766 1.790
H3 2.389 1.265 1.828
H4 1.295 -0.463 -0.384
H5 2.885 0.001 0.150
Br1 -1.514 -2.697 3.795
C3 -1.405 -1.049 2.746
C4 -2.754 -0.860 2.060
Br2 -2.552 0.613 0.707
H6 -0.621 -1.122 1.992
H7 -1.187 -0.166 3.347
H8 -3.468 -0.554 2.824
H9 -3.060 -1.791 1.584
O2 1.539 -6.960 -0.242
S1 1.082 -5.617 -0.620
O3 -0.138 -5.059 -0.095
O4 2.304 -4.561 -0.458
C5 2.266 -3.566 0.552
C6 3.625 -2.893 0.764
C7 0.998 -5.772 -2.475
H10 2.016 -4.115 1.460
H11 1.384 -2.981 0.290
H12 3.630 -2.124 1.536
H13 4.012 -2.382 -0.118
H14 4.378 -3.651 0.978
H15 0.297 -6.523 -2.836
H16 2.021 -6.064 -2.714
H17 0.682 -4.791 -2.830
O5 -1.824 -0.317 -4.847
S2 -2.241 -0.436 -3.392
O6 -2.796 0.757 -2.719
O7 -3.308 -1.762 -3.216
C8 -3.788 -1.946 -1.863
C9 -3.360 -3.257 -1.426
C10 -0.883 -1.108 -2.453
H18 -4.876 -1.933 -1.936
H19 -3.595 -1.186 -1.106
H20 -3.947 -3.595 -0.573
H21 -2.363 -3.152 -0.997
H22 -3.357 -4.011 -2.213
H23 -0.017 -0.670 -2.949
H24 -0.927 -2.192 -2.551
H25 -1.057 -0.848 -1.408
O8 1.097 4.526 2.422
S3 0.398 4.674 1.098
O9 -0.611 3.708 0.557
O10 -0.211 6.227 1.049
C11 0.449 7.340 1.482
C12 -0.360 8.355 2.360
C13 1.625 4.936 -0.253
H26 0.682 7.751 0.500
H27 1.255 6.857 2.034
H28 -0.638 9.169 1.690
H29 0.315 8.695 3.145
H30 -1.195 7.770 2.744
H31 0.950 4.857 -1.105
H32 2.362 4.137 -0.333
H33 2.146 5.892 -0.199

Results
**Net charge**: +1
**2S+1**: 1
**HOMO**: -0.45829 Ha
**LUMO energy**: -0.31708 Ha

=====

# 4
Below is 18 unconnected molecules or ions with the total composition C63H63N9O36, with properties calculated with ωB97M-V/def2-TZVPD.

Atoms and positions in Å:
C1 21.129 17.702 16.661
N1 20.164 16.651 17.239
O1 20.381 16.055 18.259
O2 19.189 16.532 16.584
H1 22.005 17.789 17.322
H2 20.584 18.696 16.785
H3 21.362 17.382 15.638
C2 13.634 21.669 24.331
N2 14.769 21.253 23.484
O3 14.431 20.519 22.573
O4 15.906 21.584 23.851
H4 13.471 20.819 24.993
H5 12.664 21.692 23.757
H6 13.800 22.637 24.865
C3 8.643 11.222 18.263
N3 9.381 12.414 18.818
O5 9.928 13.077 17.945
O6 9.373 12.579 20.016
H7 7.972 10.811 18.994
H8 9.384 10.513 17.949
H9 8.110 11.595 17.362
C4 18.926 13.441 16.103
N4 19.949 13.814 15.067
O7 19.543 14.102 13.970
O8 21.131 13.793 15.409
H10 18.524 12.473 15.913
H11 18.101 14.140 16.114
H12 19.367 13.524 17.080
C5 22.274 14.349 20.581
N5 23.286 15.477 20.575
O9 24.208 15.422 19.789
O10 23.043 16.408 21.356
H13 21.733 14.459 21.511
H14 22.849 13.426 20.425
H15 21.556 14.570 19.759
C6 16.605 16.467 18.704
N6 16.318 15.075 19.178
O11 15.443 14.950 20.037
O12 17.130 14.240 18.845
H16 15.656 17.005 18.753
H17 16.826 16.268 17.664
H18 17.390 16.893 19.290
C7 15.347 14.723 13.081
N7 15.964 15.977 13.638
O13 15.176 16.961 13.663
O14 17.111 15.918 13.958
H19 14.866 15.128 12.224
H20 14.692 14.324 13.836
H21 16.207 14.079 12.921
C8 11.915 21.186 17.204
N8 12.276 21.673 15.905
O15 11.535 22.468 15.375
O16 13.358 21.258 15.453
H22 11.938 22.046 17.876
H23 12.658 20.410 17.438
H24 10.918 20.737 17.114
C9 13.214 13.579 18.214
N9 13.937 13.722 16.898
O17 14.781 14.599 16.780
O18 13.712 12.891 16.089
H25 13.555 12.702 18.719
H26 12.117 13.545 18.076
H27 13.322 14.460 18.832
C10 11.054 18.241 13.718
C11 10.806 18.630 14.939
C12 11.448 17.996 16.131
O19 11.129 18.315 17.271
C13 12.370 16.848 15.872
C14 12.402 16.332 14.630
C15 11.846 17.051 13.459
O20 12.007 16.666 12.334
H28 10.663 18.691 12.785
H29 10.103 19.439 15.105
H30 12.828 16.424 16.769
H31 12.878 15.377 14.378
C16 12.621 11.911 26.198
C17 12.322 12.957 25.429
C18 12.072 12.827 23.941
O21 11.837 13.836 23.252
C19 12.079 11.427 23.327
C20 12.242 10.370 24.139
C21 12.503 10.496 25.582
O22 12.500 9.602 26.349
H32 12.671 11.848 27.266
H33 12.352 13.970 25.724
H34 12.062 11.400 22.274
H35 12.184 9.276 23.785
C22 20.564 8.086 16.615
C23 21.222 7.335 17.471
C24 22.358 7.865 18.231
O23 22.879 7.300 19.191
C25 22.881 9.212 17.749
C26 22.136 9.972 16.954
C27 20.869 9.469 16.318
O24 20.148 10.088 15.591
H36 19.634 7.679 16.117
H37 20.827 6.376 17.776
H38 23.859 9.549 18.057
H39 22.411 10.967 16.558
C28 16.233 20.368 17.867
C29 17.396 20.754 17.352
C30 17.958 19.982 16.248
O25 19.065 20.252 15.834
C31 17.265 18.817 15.727
C32 16.123 18.388 16.262
C33 15.501 19.213 17.326
O26 14.392 18.912 17.755
H40 15.831 20.794 18.814
H41 17.950 21.548 17.848
H42 17.809 18.330 14.954
H43 15.585 17.612 15.807
C34 14.760 9.509 22.149
C35 14.710 9.169 20.875
C36 15.183 10.098 19.802
O27 15.120 9.738 18.660
C37 15.853 11.307 20.268
C38 15.922 11.668 21.552
C39 15.311 10.841 22.648
O28 15.248 11.152 23.803
H44 14.283 8.798 22.796
H45 14.286 8.208 20.564
H46 16.346 11.929 19.507
H47 16.462 12.537 21.857
C40 15.490 16.150 23.738
C41 14.803 16.757 24.668
C42 15.110 18.149 25.063
O29 14.281 18.802 25.657
C43 16.387 18.684 24.676
C44 17.120 18.058 23.739
C45 16.665 16.820 23.157
O30 17.342 16.285 22.275
H48 15.233 15.136 23.381
H49 13.918 16.372 25.179
H50 16.707 19.628 25.059
H51 18.101 18.401 23.336
C46 12.216 19.286 21.139
C47 12.257 18.231 20.299
C48 11.838 16.934 20.815
O31 11.996 15.896 20.246
C49 11.207 16.985 22.195
C50 10.965 18.047 22.871
C51 11.398 19.360 22.335
O32 11.056 20.428 22.793
H52 12.493 20.311 20.893
H53 12.733 18.257 19.340
H54 10.870 16.011 22.553
H55 10.557 17.964 23.850
C52 21.317 20.385 20.256
C53 21.461 21.537 20.940
C54 20.271 22.258 21.537
O33 20.283 23.383 21.899
C55 19.011 21.505 21.464
C56 18.900 20.429 20.713
C57 19.970 19.867 19.904
O34 19.741 19.096 18.995
H56 22.179 19.971 19.766
H57 22.451 22.045 21.053
H58 18.286 22.023 22.082
H59 17.931 19.902 20.617
C58 20.823 15.895 11.296
C59 19.747 15.907 10.540
C60 18.539 16.614 11.045
O35 17.432 16.296 10.609
C61 18.679 17.649 12.111
C62 19.757 17.671 12.836
C63 20.809 16.676 12.564
O36 21.780 16.601 13.282
H60 21.645 15.218 11.137
H61 19.806 15.158 9.739
H62 17.834 18.277 12.343
H63 19.995 18.325 13.631

Results
**Net charge**: 0
**2S+1**: 1
**HOMO**: -0.36386 Ha
**LUMO energy**: -0.06784 Ha

=====

# 5
Below is a molecular structure, C5H5N, with properties calculated with ωB97M-V/def2-TZVPD.

Atoms and positions in Å:
C1 -1.339 -0.702 -0.241
C2 0.112 0.483 0.579
C3 1.382 -0.085 0.266
C4 2.442 -0.602 0.000
C5 -0.206 1.808 0.152
N1 -0.506 2.874 -0.200
H1 -1.179 -1.756 0.024
H2 -2.358 -0.377 0.024
H3 -1.075 -0.471 -1.253
H4 -0.729 -0.160 0.957
H5 3.384 -1.064 -0.213

Results
**Relative energy (zero: lowest compared OMol25 entry of this formula, charge and spin)**: 517.3 kJ/mol
**Net charge**: 0
**2S+1**: 1
**HOMO**: -0.32405 Ha
**LUMO energy**: -0.00957 Ha

=====

# 6
Below is a single C21H20N2O3S2 molecule, with properties calculated with ωB97M-V/def2-TZVPD.

Atoms and positions in Å:
O1 -2.139 -2.904 2.142
C1 -2.524 -1.760 2.257
C2 -3.822 -1.252 1.639
C3 -3.622 -0.861 0.170
N1 -2.427 -0.075 -0.081
C4 -1.477 -0.550 -0.981
O2 -1.581 -1.600 -1.565
C5 -0.387 0.421 -1.142
C6 0.601 0.194 -2.031
C7 1.744 0.994 -2.385
C8 2.578 0.528 -3.410
C9 3.703 1.236 -3.784
C10 4.019 2.426 -3.146
C11 3.201 2.902 -2.132
C12 2.076 2.198 -1.753
S1 -0.666 1.799 -0.105
C13 -2.207 1.153 0.442
S2 -3.208 1.978 1.438
N2 -1.838 -0.808 2.921
C14 -0.589 -1.034 3.611
C15 0.550 -0.184 3.044
C16 1.197 -0.677 1.772
C17 2.294 0.033 1.292
C18 2.980 -0.378 0.168
C19 2.572 -1.518 -0.515
O3 3.220 -1.963 -1.627
C20 1.469 -2.226 -0.055
C21 0.791 -1.808 1.075
H1 -4.553 -2.059 1.667
H2 -4.204 -0.405 2.208
H3 -3.499 -1.760 -0.441
H4 -4.493 -0.296 -0.175
H5 0.501 -0.745 -2.565
H6 2.334 -0.401 -3.905
H7 4.336 0.862 -4.575
H8 4.898 2.980 -3.438
H9 3.445 3.828 -1.634
H10 1.458 2.576 -0.955
H11 -2.225 0.122 2.986
H12 -0.362 -2.099 3.541
H13 -0.726 -0.777 4.668
H14 0.179 0.834 2.882
H15 1.330 -0.117 3.807
H16 2.622 0.920 1.816
H17 3.836 0.184 -0.184
H18 3.972 -1.388 -1.816
H19 1.148 -3.104 -0.593
H20 -0.056 -2.391 1.399

Results
**Relative energy (zero: lowest compared OMol25 entry of this formula, charge and spin)**: 0.0 kJ/mol
**Structure (SMILES)**: O=C(CCN1C(=O)/C(=C/c2ccccc2)SC1=S)NCCc1ccc(O)cc1
**Net charge**: 0
**2S+1**: 1
**HOMO**: -0.30319 Ha
**LUMO energy**: -0.03478 Ha

=====

Q: The lowest net charge belongs to which entry?
A: C43H42AsBrCaCl3N11O4S5Se